Entry 1:
ORCA calculation (ωB97M-V/def2-TZVPD) on a molecular structure, C41H45O6SiTc.

Calculated values
ΔE to the lowest compared entry with this formula, charge and spin: 19.9 kcal/mol
HOMO-LUMO gap (alpha / beta): 3.0 / 4.4 eV
⟨S²⟩: 3.787

Geometry as ORCA input:
```
! wB97M-V def2-TZVPD RIJCOSX def2/J DEFGRID3
* xyz -1 4
C 3.04 -3.89 -5.16
C 3.07 -2.56 -4.36
C 2.36 -4.94 -4.23
C 2.45 -4.34 -2.80
H 2.95 -5.86 -4.31
H 1.34 -5.12 -4.56
C 3.26 -3.04 -2.91
H 2.09 -2.07 -4.49
H 3.87 -1.90 -4.72
C 2.79 -2.11 -1.82
H 4.34 -3.25 -2.79
H 3.00 -5.04 -2.15
C 1.14 -3.93 -2.06
C 2.36 -3.75 -6.51
C 4.44 -4.30 -5.60
O 4.85 -5.45 -5.65
O 1.33 -3.12 -6.70
O 3.02 -4.39 -7.49
O 5.19 -3.25 -5.97
C 6.41 -3.60 -6.63
H 6.83 -2.65 -6.96
H 6.20 -4.24 -7.49
H 7.08 -4.10 -5.94
C 2.43 -4.25 -8.78
H 1.40 -4.62 -8.78
H 3.06 -4.84 -9.44
H 2.43 -3.20 -9.09
O 1.44 -2.34 -1.43
H 2.91 -1.06 -2.10
H 3.42 -2.34 -0.95
C 0.91 -4.78 -0.82
C -0.08 -3.81 -2.93
H -0.42 -4.80 -3.29
H 0.11 -3.15 -3.79
H -0.89 -3.37 -2.33
H 0.03 -4.41 -0.28
H 1.79 -4.72 -0.16
H 0.73 -5.84 -1.10
Tc 0.40 -0.42 0.16
C 1.13 0.09 2.24
C 1.99 -0.89 1.67
C 2.56 -0.31 0.48
H 2.19 -1.88 2.06
C 2.01 0.98 0.29
C 1.09 1.23 1.38
H 0.54 2.15 1.56
H 0.62 -0.01 3.20
H 3.40 -0.70 -0.07
H 2.30 1.68 -0.48
C -1.96 -0.23 -1.49
C -1.59 0.92 -0.74
C -0.22 1.23 -1.04
H -2.24 1.56 -0.15
C 0.29 0.18 -1.91
C -0.84 -0.67 -2.23
H -0.86 -1.41 -3.02
H -2.95 -0.66 -1.52
H 0.22 2.21 -0.90
H 1.22 0.24 -2.45
O -1.23 -0.80 1.35
Si -2.27 -0.18 2.47
C -4.06 -0.67 2.22
C -4.71 -0.40 1.01
C -6.08 -0.62 0.86
C -6.83 -1.15 1.92
C -6.18 -1.47 3.12
C -4.81 -1.24 3.27
C -1.84 -0.67 4.23
C -2.34 0.05 5.32
C -1.99 -0.30 6.63
C -1.13 -1.39 6.85
C -0.65 -2.12 5.76
C -1.00 -1.77 4.45
C -2.27 1.71 2.62
C -3.28 2.50 2.05
C -3.26 3.90 2.18
C -2.23 4.52 2.90
C -1.24 3.74 3.50
C -1.27 2.35 3.37
H -4.14 0.01 0.17
H -6.57 -0.37 -0.08
H -7.90 -1.32 1.81
H -6.75 -1.90 3.95
H -4.31 -1.49 4.21
H -3.00 0.91 5.16
H -2.38 0.27 7.47
H -0.85 -1.67 7.87
H 0.01 -2.97 5.92
H -0.63 -2.34 3.60
H -4.11 2.02 1.52
H -4.05 4.49 1.72
H -2.21 5.61 3.00
H -0.44 4.20 4.08
H -0.52 1.75 3.88
*
```



Entry 2:
ORCA calculation (ωB97M-V/def2-TZVPD) on a single C3H3NS molecule.

Calculated values
ΔE to the lowest compared entry with this formula, charge and spin: 33.3 kcal/mol
HOMO-LUMO gap: 8.5 eV
SMILES string: Nc1cc1=S

Geometry as ORCA input:
```
! wB97M-V def2-TZVPD RIJCOSX def2/J DEFGRID3
* xyz 0 1
N -0.52 -0.57 0.40
C 0.30 -0.36 -0.62
C 0.92 0.71 -1.18
C 0.82 -0.43 -1.98
S 1.02 -1.42 -3.24
H -0.84 0.23 0.95
H -0.47 -1.46 0.90
H 0.94 1.83 -1.13
*
```



Entry 3:
ORCA calculation (ωB97M-V/def2-TZVPD) on a molecular structure, C4H4Li2O5.

Calculated values
ΔE to the lowest compared entry with this formula, charge and spin: 144.2 kcal/mol
HOMO-LUMO gap: 3.8 eV

Geometry as ORCA input:
```
! wB97M-V def2-TZVPD RIJCOSX def2/J DEFGRID3
* xyz 0 1
O 0.18 -1.52 0.27
C 0.17 -0.47 1.05
C 1.23 -1.39 -0.65
O -1.91 0.14 0.81
O 0.77 0.54 0.48
C 1.53 0.09 -0.61
H 0.89 -1.71 -1.64
H 2.09 -2.00 -0.36
H 1.24 0.59 -1.54
H 2.58 0.33 -0.40
O -2.75 2.21 0.15
C -2.56 1.06 -0.19
O -2.44 0.68 -1.39
Li -2.16 -0.75 2.62
Li 1.16 2.20 1.40
*
```



Entry 4:
ORCA calculation (ωB97M-V/def2-TZVPD) on a single C5H3F8IO molecule.

Calculated values
ΔE to the lowest compared entry with this formula, charge and spin: 13.3 kcal/mol
HOMO-LUMO gap: 10.2 eV
SMILES string: O[C@H](I)C(F)(F)C(F)(F)C(F)(F)C(F)F

Geometry as ORCA input:
```
! wB97M-V def2-TZVPD RIJCOSX def2/J DEFGRID3
* xyz 0 1
O 1.91 1.30 -1.56
C 2.19 1.23 -0.29
I 3.67 -0.24 0.17
C 0.81 0.93 0.56
F 0.00 1.94 0.28
F 1.09 1.00 1.94
C -0.08 -0.38 0.22
F 0.51 -0.98 -0.87
F 0.11 -1.37 1.14
C -1.60 -0.24 0.09
F -1.89 0.48 -1.00
F -2.09 0.42 1.14
C -2.25 -1.60 0.03
F -2.90 -1.81 1.21
F -3.10 -1.60 -0.98
H 2.75 1.24 -2.10
H 2.46 2.24 0.03
H -1.57 -2.56 -0.03
*
```



Entry 5:
ORCA calculation (ωB97M-V/def2-TZVPD) on 9 unconnected molecules or ions with the total composition H18O9.

Calculated values
ΔE to the lowest compared entry with this formula, charge and spin: 67.7 kcal/mol
HOMO-LUMO gap: 10.6 eV
SMILES string: O.O.O.O.O.O.O.O.O

Geometry as ORCA input:
```
! wB97M-V def2-TZVPD RIJCOSX def2/J DEFGRID3
* xyz 0 1
O 0.21 0.07 -0.60
H 0.41 1.00 -0.42
H 0.20 -0.35 0.25
O 0.44 -1.69 2.19
H 1.36 -1.97 2.38
H 0.43 -1.35 3.07
O -1.92 1.81 0.55
H -2.49 2.14 1.23
H -2.41 1.69 -0.24
O 1.22 -2.78 -0.62
H 0.42 -2.65 -1.07
H 1.79 -2.05 -0.86
O 0.73 -0.73 -3.23
H 0.66 -0.62 -2.25
H 0.04 -0.26 -3.63
O -2.30 -1.53 -0.26
H -2.05 -2.29 -0.75
H -1.56 -0.96 -0.55
O 1.03 2.52 0.15
H 1.68 3.16 0.49
H 0.36 2.58 0.82
O -2.01 -0.36 2.67
H -2.00 -0.51 1.76
H -2.85 0.10 2.75
O 2.85 1.33 -1.45
H 2.14 1.85 -1.10
H 3.61 1.84 -1.27
*
```



Entry 6:
ORCA calculation (ωB97M-V/def2-TZVPD) on a single C5H9NO molecule.

Calculated values
ΔE to the lowest compared entry with this formula, charge and spin: 50.0 kcal/mol
HOMO-LUMO gap: 10.1 eV
SMILES string: C[C@H]1CN(C)C1=O

Geometry as ORCA input:
```
! wB97M-V def2-TZVPD RIJCOSX def2/J DEFGRID3
* xyz 0 1
C 1.32 -0.42 0.80
C 1.14 0.62 -0.41
C 0.06 0.12 -1.37
N -0.95 0.53 -0.37
C -1.75 -0.56 0.18
C 0.03 1.30 0.34
O 0.00 2.09 1.25
H 0.50 -0.35 1.54
H 2.22 -0.22 1.38
H 1.29 -1.45 0.46
H 2.00 1.16 -0.81
H -0.07 0.70 -2.29
H 0.09 -0.95 -1.61
H -1.16 -1.49 0.26
H -2.14 -0.32 1.17
H -2.58 -0.77 -0.51
*
```



Entry 7:
ORCA calculation (ωB97M-V/def2-TZVPD) on a molecular structure, H6O3Rb.

Calculated values
ΔE to the lowest compared entry with this formula, charge and spin: 7.0 kcal/mol
HOMO-LUMO gap: 12.1 eV

Geometry as ORCA input:
```
! wB97M-V def2-TZVPD RIJCOSX def2/J DEFGRID3
* xyz 1 1
Rb -23.76 1.93 14.07
O -23.09 2.76 16.67
H -22.22 3.05 16.94
H -23.60 3.56 16.58
O -23.72 -0.75 12.99
H -24.27 -0.81 12.20
H -23.87 -1.57 13.45
O -26.13 0.31 14.73
H -25.98 0.00 15.62
H -26.13 -0.48 14.19
*
```



Entry 8:
ORCA calculation (ωB97M-V/def2-TZVPD) on a molecular structure, C6H6BrO.

Calculated values
ΔE to the lowest compared entry with this formula, charge and spin: 92.8 kcal/mol
HOMO-LUMO gap (alpha / beta): 7.0 / 7.0 eV

Geometry as ORCA input:
```
! wB97M-V def2-TZVPD RIJCOSX def2/J DEFGRID3
* xyz 1 1
C 0.33 2.14 -0.82
C -0.35 1.37 0.16
C 1.40 1.58 -1.48
C 1.70 0.27 -1.16
C -0.09 0.07 0.30
C -1.93 -3.12 1.90
O 0.95 -0.46 -0.29
Br -0.64 -1.85 1.83
H 0.07 3.22 -0.95
H -1.27 1.69 0.71
H 1.80 2.25 -2.18
H 2.64 -0.31 -1.50
H -1.66 -3.94 1.23
H -2.97 -2.91 2.26
*
```



Entry 9:
ORCA calculation (ωB97M-V/def2-TZVPD) on 2 unconnected molecules or ions with the total composition CHNO3.

Calculated values
ΔE to the lowest compared entry with this formula, charge and spin: 7.0 kcal/mol
HOMO-LUMO gap: 9.3 eV
SMILES string: O=C=O.N=O

Geometry as ORCA input:
```
! wB97M-V def2-TZVPD RIJCOSX def2/J DEFGRID3
* xyz 0 1
O 1.38 -0.63 1.82
C 0.33 -0.51 1.42
O -0.69 -0.51 0.93
N -0.39 0.87 -1.74
O -0.04 -0.27 -1.82
H -0.59 1.06 -0.61
*
```



Entry 10:
ORCA calculation (ωB97M-V/def2-TZVPD) on a molecular structure, C6H4BiCl2N2O3Rh.

Calculated values
ΔE to the lowest compared entry with this formula, charge and spin: 5.3 kcal/mol
HOMO-LUMO gap (alpha / beta): 4.9 / 4.2 eV
⟨S²⟩: 6.021

Geometry as ORCA input:
```
! wB97M-V def2-TZVPD RIJCOSX def2/J DEFGRID3
* xyz 4 5
Rh -0.48 -0.66 -4.06
Bi 1.63 0.89 0.21
Cl -1.35 -2.10 -2.47
Cl 0.05 2.64 -0.46
C 1.96 2.76 1.83
C 0.53 -1.76 -5.12
C 0.50 0.86 -4.27
O 1.71 3.87 1.93
O 1.29 -2.46 -5.64
O 1.05 1.87 -4.04
N -1.43 -0.22 3.00
C -1.01 -1.53 2.86
C -0.07 -1.55 1.89
N 0.11 -0.23 1.45
C -0.70 0.55 2.19
H -2.04 0.14 3.72
H -1.39 -2.33 3.47
H 0.48 -2.35 1.44
H -0.85 1.61 2.07
*
```



Entry 11:
ORCA calculation (ωB97M-V/def2-TZVPD) on 3 unconnected molecules or ions with the total composition C8H19ClIO2S.

Calculated values
ΔE to the lowest compared entry with this formula, charge and spin: 0.0 kcal/mol
HOMO-LUMO gap: 5.1 eV

Geometry as ORCA input:
```
! wB97M-V def2-TZVPD RIJCOSX def2/J DEFGRID3
* xyz 1 1
C 4.59 -4.84 -2.80
C 3.77 -5.47 -1.97
S 2.08 -4.99 -1.75
Cl 2.09 -3.00 -1.87
I 0.97 -5.65 -3.75
H 5.51 -5.30 -3.15
H 4.38 -3.83 -3.14
H 4.03 -6.29 -1.31
C -1.79 0.10 -1.65
C -0.64 0.71 -0.86
C 0.57 0.98 -1.73
O -0.29 -0.14 0.24
H -1.48 -0.86 -2.08
H -2.64 -0.08 -1.01
H -2.09 0.75 -2.47
H -0.98 1.65 -0.41
H 0.95 0.04 -2.16
H 1.38 1.42 -1.15
H 0.33 1.65 -2.56
H 0.00 -0.98 -0.12
C -1.08 1.70 2.88
C -1.74 3.00 2.45
C -1.82 4.00 3.59
O -3.03 2.74 1.91
H -1.66 1.22 3.68
H -1.03 1.01 2.04
H -0.07 1.87 3.25
H -1.17 3.44 1.63
H -2.43 3.59 4.41
H -2.30 4.92 3.26
H -0.84 4.24 3.99
H -3.57 2.35 2.61
*
```



Entry 12:
ORCA calculation (ωB97M-V/def2-TZVPD) on a gas-phase ion, C5H7BrN (charge +1).

Calculated values
HOMO-LUMO gap: 9.4 eV
SMILES string: [NH3+]C1(C#CBr)CC1

Geometry as ORCA input:
```
! wB97M-V def2-TZVPD RIJCOSX def2/J DEFGRID3
* xyz 1 1
N 0.11 0.34 -1.58
C -0.13 0.01 -0.10
C 0.67 0.94 0.68
C 1.47 1.63 1.43
Br 2.33 2.88 2.38
C -0.13 -1.46 0.33
C -1.33 -0.60 0.43
H 0.90 -0.19 -1.98
H 0.28 1.32 -1.60
H -0.82 0.29 -2.00
H 0.55 -1.74 1.25
H 0.00 -2.16 -0.56
H -2.29 -0.95 -0.21
H -1.62 -0.29 1.53
*
```